(1)
A structure of composition C14H26O4P2Tc at a distorted geometry. Source: OMol25; level of theory: ωB97M-V/def2-TZVPD.

```
47
Properties=species:S:1:pos:R:3:lowdin_charge:R:1
Tc 0.568 -0.289 -0.816 0.817
H -3.133 -0.962 -1.240 0.040
H -3.209 -0.185 -1.272 0.052
P -0.079 -2.393 -1.505 0.696
P -0.120 1.547 -2.006 0.681
C 1.332 2.618 -1.690 -0.231
H 1.103 3.647 -2.004 0.075
H 1.572 2.680 -0.624 0.043
H 2.190 2.152 -2.215 0.062
C -0.515 1.871 -3.742 -0.232
H -1.472 1.376 -3.972 0.066
H -0.538 2.963 -3.909 0.078
H 0.273 1.357 -4.322 0.063
C -1.465 2.527 -1.181 -0.231
H -1.325 2.687 -0.110 0.032
H -1.509 3.552 -1.599 0.072
H -2.443 2.031 -1.327 0.034
C -0.254 -2.908 -3.306 -0.246
H -0.301 -4.002 -3.495 0.074
H -1.167 -2.549 -3.763 0.043
H 0.578 -2.580 -3.919 0.045
C 1.259 -3.567 -1.062 -0.255
H 1.342 -3.522 0.019 0.041
H 0.994 -4.626 -1.296 0.079
H 2.203 -3.318 -1.573 0.055
C -1.495 -3.362 -0.868 -0.238
H -2.452 -2.949 -1.194 0.016
H -1.455 -4.461 -1.160 0.101
H -1.438 -3.330 0.201 0.033
C 2.493 -0.647 -0.833 -0.210
O 3.622 -0.442 -0.970 0.151
H 0.161 -0.621 -2.450 -0.009
O 0.343 2.748 2.282 0.149
C 0.307 1.966 3.448 -0.112
C 0.359 2.618 4.656 0.059
C 0.366 1.858 5.818 0.035
C 0.299 0.452 5.752 0.034
C 0.230 -0.183 4.564 0.038
C 0.245 0.527 3.367 -0.007
C 0.256 -0.223 2.102 -0.500
O 0.224 -1.417 2.020 0.114
O 0.350 0.592 0.999 -0.292
H 0.341 2.133 1.512 0.052
H 0.441 3.705 4.700 0.157
H 0.429 2.369 6.790 0.147
H 0.304 -0.124 6.695 0.157
H 0.185 -1.314 4.501 0.173
```

Its spin multiplicity is 4. As for the total charge: +2. The HOMO-LUMO gap (alpha / beta) comes out at 7.388 / 5.178 eV.

(2)
An isolated molecule of C5H6N2O at a distorted geometry. Source: OMol25; level of theory: ωB97M-V/def2-TZVPD.

```
14
Properties=species:S:1:pos:R:3:lowdin_charge:R:1
C -0.186 0.475 -1.394 -0.356
C 1.736 -0.080 0.381 -0.123
C -0.298 0.056 0.812 -0.384
C -1.760 -0.473 0.848 -0.047
C -0.989 -0.433 -0.416 -0.154
H 1.946 0.841 -1.354 0.096
H 2.824 0.162 0.489 0.126
H -0.006 1.102 1.070 0.158
H -2.589 0.362 1.284 0.169
H -1.916 -1.490 1.258 0.106
H -0.468 -1.448 -0.894 0.218
N 1.136 0.727 -0.793 0.063
N 0.933 -0.611 1.301 0.090
O -0.364 0.810 -2.591 0.038
```

Its SMILES is O=C1NC=N[C@@H]2C[C@@H]12. As for the total charge: 0. The HOMO-LUMO gap comes out at 9.991 eV.

(3)
A structure of composition C24H15Cl5N3O8OsS. Source: OMol25; level of theory: ωB97M-V/def2-TZVPD.

```
57
Properties=species:S:1:pos:R:3:lowdin_charge:R:1
Os -0.385 0.080 0.263 1.317
O -1.429 -0.011 2.100 -0.146
C -2.001 -0.993 2.610 -0.126
C -2.223 -2.243 1.981 -0.132
C -2.715 -3.315 2.745 0.071
C -2.995 -4.493 2.119 -0.127
C -2.857 -4.641 0.732 0.049
C -2.415 -3.591 -0.031 0.045
C -2.063 -2.372 0.579 -0.324
O -1.698 -1.371 -0.179 -0.240
N -3.471 -5.632 2.921 -0.354
O -3.562 -5.468 4.120 0.087
O -3.739 -6.653 2.327 0.100
H -2.377 -0.857 3.630 0.157
H -2.865 -3.221 3.812 0.137
H -3.108 -5.592 0.283 0.132
H -2.312 -3.676 -1.103 0.135
Cl -1.951 1.724 -0.885 0.817
C -1.240 0.860 -2.240 -0.630
C -0.339 -0.070 -1.789 -0.372
C 0.295 -0.861 -2.729 -0.668
Cl 1.399 -2.077 -2.218 0.712
C 0.019 -0.677 -4.087 -0.685
Cl 0.809 -1.649 -5.255 0.724
C -0.902 0.294 -4.503 -0.689
Cl -1.235 0.514 -6.167 0.728
C -1.561 1.086 -3.562 -0.699
Cl -2.704 2.280 -3.996 0.742
O 0.347 1.724 1.338 -0.155
C 1.353 1.889 0.556 -0.537
O 1.392 1.023 -0.370 -0.106
C 2.340 2.938 0.718 -0.139
C 2.168 3.884 1.724 0.001
C 3.092 4.910 1.907 0.040
C 4.162 4.934 1.044 -0.200
O 5.191 5.805 1.027 0.062
C 5.954 5.500 -0.150 -0.094
O 5.489 4.240 -0.634 0.053
C 4.333 3.986 0.035 -0.194
C 3.443 2.971 -0.160 0.099
H 1.293 3.827 2.357 0.124
H 2.975 5.657 2.679 0.129
H 7.006 5.425 0.113 0.144
H 5.775 6.272 -0.901 0.145
H 3.569 2.230 -0.937 0.142
S 1.087 -1.582 1.022 0.790
C 1.576 -1.207 2.613 -0.710
N 1.255 -0.159 3.371 0.058
C 2.084 -0.118 4.580 -0.101
C 2.566 -1.570 4.671 -0.109
N 2.420 -2.003 3.279 0.036
H 0.804 0.654 2.970 0.105
H 1.502 0.185 5.447 0.126
H 2.914 0.578 4.444 0.128
H 1.930 -2.170 5.324 0.127
H 3.597 -1.650 5.004 0.126
H 2.627 -2.934 2.956 0.148
```

As for the total charge: +1. The HOMO-LUMO gap comes out at 7.340 eV.

(4)
A cluster of 2 separate species, C3H4ClFO in total at a distorted geometry. Source: OMol25; level of theory: ωB97M-V/def2-TZVPD.

```
10
Properties=species:S:1:pos:R:3:lowdin_charge:R:1
C -1.547 -0.067 -0.660 -0.719
C -0.600 -0.067 0.367 -0.336
C 0.231 0.423 1.250 0.090
O -1.004 -1.253 -0.194 0.042
F 2.870 -0.637 -1.187 -0.061
Cl -3.244 0.159 -0.433 0.682
H -1.209 0.155 -1.734 0.144
H 3.331 -0.058 -0.657 0.062
H 0.385 1.469 1.342 0.059
H 0.788 -0.124 1.908 0.036
```

Its SMILES is C=C1O[C@H]1Cl.F. As for the total charge: 0. The HOMO-LUMO gap comes out at 10.591 eV.

The evaluated ΔE to the lowest compared entry with this formula, charge and spin for the records listed, in turn: 145.5, 455.7, 0.0, 191.2 kJ/mol.